(1)
Formula: C37H68BClFN2O21P2S5
Source: OMol25
Level of theory: ωB97M-V with the def2-TZVPD basis set

Structure (XYZ):
```
138
Properties=species:S:1:pos:R:3:mulliken_charge:R:1
C -7.215 3.340 1.030 0.16
C -6.223 2.877 0.547 -2.35
C -4.952 2.671 -0.076 0.84
C -4.777 3.072 -1.421 0.67
Cl -6.167 3.841 -2.107 -0.12
C -3.603 2.870 -2.100 0.50
C -3.592 3.370 -3.521 -2.54
C -2.706 4.629 -3.755 -0.32
C -3.551 5.896 -3.613 -1.07
S -2.534 7.371 -3.706 1.23
O -2.702 8.070 -2.471 -0.63
O -1.199 7.050 -4.075 -0.57
O -3.202 8.238 -4.868 -0.48
C -2.506 2.245 -1.379 0.77
C -1.250 1.951 -1.992 1.40
C -0.894 2.165 -3.439 -1.43
C -0.015 3.378 -3.654 0.49
O 0.587 3.904 -2.787 -0.43
F 0.079 3.774 -4.906 -0.32
N -0.262 1.411 -1.270 0.38
C 1.069 1.099 -1.825 -2.64
C 1.143 -0.384 -2.247 -0.02
C 2.581 -0.776 -2.677 -1.14
C 3.237 -1.787 -1.706 -1.00
C 4.637 -1.424 -1.200 -0.44
C 4.804 0.020 -0.724 0.53
O 5.318 0.057 0.595 -0.35
C 5.262 1.385 1.089 -0.74
C -0.394 1.091 0.064 0.27
P 1.048 0.330 1.002 1.00
N 1.684 1.451 1.919 -0.80
C -1.560 1.327 0.742 0.96
C -1.586 1.014 2.219 -1.15
P -2.268 -0.623 2.764 0.80
O -3.201 -0.459 3.870 -0.65
O -2.823 -1.448 1.521 -0.44
O -0.991 -1.499 3.278 -0.35
C -2.670 1.884 0.009 0.47
C -3.936 2.095 0.630 -0.43
B -4.496 1.735 2.087 0.63
C -4.365 2.638 3.374 -1.03
O -5.201 0.555 2.141 -0.66
H -8.147 3.580 1.492 0.64
H -3.438 2.605 -4.278 0.48
H -4.580 3.718 -3.796 0.79
H -2.196 4.582 -4.710 0.67
H -2.001 4.668 -2.924 0.24
H -4.050 5.874 -2.648 0.33
H -4.324 5.905 -4.384 0.68
H -4.163 8.136 -4.812 0.40
H -1.703 2.091 -4.147 0.66
H -0.256 1.344 -3.776 0.07
H 1.314 1.641 -2.725 0.57
H 1.868 1.400 -1.152 0.33
H 0.740 -1.040 -1.473 0.47
H 0.477 -0.491 -3.108 0.58
H 2.503 -1.241 -3.658 0.46
H 3.153 0.144 -2.808 0.59
H 3.331 -2.726 -2.252 0.51
H 2.600 -2.014 -0.851 0.48
H 4.829 -2.064 -0.337 0.02
H 5.423 -1.641 -1.921 0.21
H 5.506 0.546 -1.385 0.46
H 3.871 0.607 -0.743 -0.27
H 4.242 1.647 1.396 0.17
H 5.567 2.104 0.321 0.34
H 5.914 1.487 1.953 0.26
H 2.012 -0.125 0.102 -0.40
H 0.574 -0.799 1.692 0.06
H 1.648 1.155 2.891 0.22
H -0.592 1.036 2.661 0.22
H -2.081 1.801 2.781 -0.31
H -2.086 -1.953 1.140 0.35
H -0.435 -0.869 3.760 0.31
H -4.534 2.003 4.244 0.31
H -3.397 3.131 3.457 0.39
H -5.170 3.379 3.373 0.41
H -6.125 0.730 2.365 0.34
O -0.713 -7.529 5.165 -0.64
S 0.152 -6.675 5.920 1.18
O -0.124 -6.388 7.291 -0.61
O 0.329 -5.304 5.128 -0.20
C -0.861 -4.604 4.718 -0.16
C -1.498 -3.842 5.864 -1.01
C 1.815 -7.234 5.769 -0.93
H -1.568 -5.298 4.261 0.35
H -0.544 -3.907 3.946 0.00
H -1.907 -4.522 6.610 0.42
H -2.308 -3.213 5.494 0.31
H -0.760 -3.215 6.365 0.26
H 2.036 -7.399 4.719 0.29
H 1.894 -8.165 6.326 0.40
H 2.477 -6.484 6.194 0.32
O -10.241 3.710 -2.419 -0.66
S -10.410 4.636 -1.341 1.22
O -10.054 4.267 -0.003 -0.57
O -11.895 5.183 -1.355 -0.26
C -12.976 4.222 -1.375 -0.34
C -13.231 3.617 -0.009 -0.97
C -9.611 6.154 -1.742 -0.87
H -12.775 3.453 -2.122 0.33
H -13.851 4.777 -1.706 0.28
H -12.402 2.983 0.304 0.28
H -14.135 3.009 -0.032 0.39
H -13.347 4.399 0.742 0.27
H -9.920 6.458 -2.738 0.34
H -8.538 5.974 -1.714 0.25
H -9.886 6.901 -1.002 0.34
O 5.060 -4.815 0.600 -0.50
S 5.473 -5.689 1.658 1.16
O 4.914 -5.553 2.967 -0.60
O 7.058 -5.667 1.758 -0.27
C 7.711 -4.379 1.866 0.03
C 7.626 -3.812 3.269 -1.25
C 5.310 -7.362 1.136 -1.01
H 7.297 -3.690 1.130 0.15
H 8.751 -4.548 1.598 0.23
H 6.601 -3.546 3.527 0.30
H 8.240 -2.915 3.346 0.41
H 7.968 -4.543 4.002 0.31
H 5.778 -7.473 0.162 0.30
H 4.246 -7.582 1.072 0.37
H 5.783 -8.006 1.873 0.36
O 7.343 -3.857 -2.453 -0.65
S 8.710 -3.913 -2.028 1.40
O 9.103 -3.322 -0.787 -0.63
O 9.638 -3.356 -3.190 -0.32
C 9.329 -2.060 -3.741 -0.31
C 9.795 -0.929 -2.844 -0.96
C 9.268 -5.580 -2.080 -1.03
H 8.260 -1.990 -3.948 0.29
H 9.849 -2.016 -4.696 0.30
H 9.224 -0.899 -1.916 0.25
H 9.672 0.028 -3.352 0.39
H 10.844 -1.058 -2.578 0.28
H 9.006 -6.008 -3.044 0.34
H 8.765 -6.115 -1.277 0.30
H 10.344 -5.594 -1.926 0.35
```

The calculation puts the lowest unoccupied orbital energy at -4.376 eV. The highest occupied orbital energy is -11.518 eV. The total charge is +1.

---

(2)
Formula: C37H68BN6OP2S3V
Source: OMol25
Level of theory: ωB97M-V with the def2-TZVPD basis set

Structure (XYZ):
```
119
Properties=species:S:1:pos:R:3:mulliken_charge:R:1
V -0.711 -0.184 -0.863 0.92
C 0.599 -2.705 -4.455 -1.90
C 0.027 -1.283 -4.482 2.30
C -0.463 -0.961 -5.900 -1.90
C 1.169 -0.315 -4.160 -1.32
P -1.304 -1.072 -3.169 1.11
C -2.286 0.381 -3.784 -1.92
N -1.699 1.557 -3.184 0.25
B -0.838 1.561 -2.043 1.20
N -0.673 2.928 -1.671 0.28
C 0.014 3.474 -0.525 -2.17
P 0.737 2.138 0.548 0.88
C 2.512 1.974 -0.026 2.02
C 2.429 1.575 -1.501 -1.64
C 3.159 0.808 0.740 -1.78
C 3.407 3.209 0.074 -1.93
C 0.707 3.030 2.213 2.50
C 1.685 2.368 3.190 -2.21
C 1.021 4.531 2.121 -1.85
C -0.700 2.887 2.804 -1.73
C -1.423 3.716 -2.552 0.43
C -1.602 5.089 -2.595 -0.89
C -2.443 5.601 -3.576 -0.79
C -3.085 4.765 -4.486 -0.87
C -2.905 3.387 -4.447 -0.93
C -2.066 2.873 -3.473 0.06
C -2.524 -2.492 -3.182 1.87
C -3.616 -2.140 -2.159 -1.87
C -1.871 -3.794 -2.693 -1.54
C -3.173 -2.725 -4.547 -1.72
H 1.536 -2.707 -5.016 0.54
H -0.065 -3.422 -4.935 0.31
H 0.818 -3.061 -3.446 0.29
H 0.298 -1.305 -6.604 0.54
H -0.575 0.112 -6.055 0.43
H -1.398 -1.449 -6.166 0.31
H 1.907 -0.371 -4.964 0.70
H 1.679 -0.593 -3.237 0.04
H 0.836 0.721 -4.080 0.09
H -3.332 0.266 -3.488 0.47
H -2.264 0.433 -4.872 0.83
H -0.698 4.029 0.094 0.82
H 0.784 4.192 -0.825 0.71
H 1.767 0.717 -1.648 -0.54
H 3.422 1.294 -1.861 0.89
H 2.052 2.381 -2.133 0.36
H 2.491 -0.055 0.799 -0.08
H 3.430 1.079 1.757 0.46
H 4.074 0.503 0.225 0.60
H 2.989 4.070 -0.450 0.34
H 4.365 2.982 -0.399 0.47
H 3.616 3.497 1.102 0.41
H 2.722 2.606 2.962 0.22
H 1.563 1.285 3.208 0.29
H 1.481 2.750 4.193 0.69
H 1.963 4.752 1.629 0.28
H 1.085 4.926 3.138 0.54
H 0.232 5.089 1.618 0.36
H -0.947 1.842 2.994 0.04
H -1.460 3.340 2.161 0.24
H -0.729 3.427 3.754 0.72
H -1.102 5.746 -1.895 0.51
H -2.600 6.670 -3.635 0.43
H -3.733 5.194 -5.238 0.43
H -3.406 2.741 -5.158 0.52
H -3.219 -2.105 -1.143 0.10
H -4.374 -2.925 -2.190 0.73
H -4.114 -1.191 -2.357 0.33
H -1.229 -3.638 -1.822 0.11
H -1.283 -4.287 -3.461 0.34
H -2.663 -4.485 -2.397 0.58
H -3.685 -1.838 -4.924 0.31
H -3.920 -3.517 -4.452 0.50
H -2.451 -3.055 -5.293 0.35
N 1.307 -6.451 1.251 -0.26
C 2.160 -5.550 0.746 0.23
S 3.755 -5.831 0.552 -0.33
C 1.543 -4.217 0.375 1.04
C 2.289 -3.315 -0.384 -1.09
C 1.745 -2.103 -0.736 -0.74
N 0.511 -1.729 -0.355 2.00
C -0.192 -2.577 0.399 -1.77
C 0.270 -3.828 0.766 -1.09
H 1.671 -7.356 1.506 0.23
H 0.316 -6.310 1.319 0.14
H 3.289 -3.582 -0.694 0.49
H 2.305 -1.394 -1.330 0.10
H -1.180 -2.258 0.718 0.31
H -0.373 -4.427 1.394 0.32
C -3.967 2.145 0.465 -1.35
S -2.726 0.995 1.001 0.89
C -3.675 -0.073 2.058 -1.11
O -2.526 0.115 -0.292 -0.81
H -4.818 1.596 0.065 0.48
H -3.510 2.768 -0.304 0.20
H -4.255 2.755 1.321 0.53
H -4.184 0.550 2.794 0.50
H -2.983 -0.741 2.569 0.24
H -4.395 -0.610 1.441 0.42
C 3.713 -2.866 5.285 -1.12
C 3.504 -1.429 4.841 -0.70
N 2.288 -1.258 4.038 0.16
C 1.023 -0.966 4.362 -0.03
S -0.145 -0.974 3.100 -0.33
N 0.622 -0.643 5.594 0.02
C 1.314 -0.609 6.887 -0.15
C 0.279 -0.484 7.990 -1.57
H 4.628 -2.954 5.871 0.39
H 3.802 -3.532 4.426 0.34
H 2.881 -3.217 5.897 0.25
H 4.328 -1.101 4.207 0.37
H 3.485 -0.745 5.681 0.41
H 2.362 -1.547 3.075 -0.04
H -0.363 -0.428 5.626 0.28
H 2.000 0.238 6.921 0.31
H 1.887 -1.525 7.021 0.15
H -0.318 0.421 7.865 0.40
H 0.770 -0.424 8.959 0.41
H -0.388 -1.346 8.000 0.38
```

Its spin multiplicity is 3. The calculation puts the lowest unoccupied orbital energy (spin up / spin down) at -5.335 / -5.556 eV. The highest occupied orbital energy (spin up / spin down) is -12.364 / -12.385 eV. Its expectation value of S² is 2.0522. The total charge is +2.

---

Results for relative energy (zero: lowest compared OMol25 entry of this formula, charge and spin): 0.00; 104.23 (in kJ/mol, following the order of the records).